No. 1
A molecular structure, C5H7ClO2 at a distorted geometry, computed with the ωB97M-V functional and the def2-TZVPD basis.

The energy above the lowest of the compared OMol25 structures with the same formula, charge and spin comes out at 153.0 kcal per mole. As for the gap between HOMO and LUMO (spin up / spin down): 0.2685 / 0.2686 Eh. The value obtained for the largest force on an atom is 0.097 hartree/bohr. The HOMO energy (spin up / spin down) comes out at -8.112 / -8.113 eV. Its LUMO energy (spin up / spin down) is -0.806 / -0.804 eV. Its spin multiplicity is 1.

The geometry in XYZ format:
```
15
Properties=species:S:1:pos:R:3:lowdin_charge:R:1
C -0.37 0.19 -0.86 -0.151
H 2.02 1.81 0.90 0.071
H 2.24 0.33 0.16 0.054
H 1.87 1.74 -0.90 0.071
O -2.58 -2.12 1.28 0.040
C -0.67 -2.27 -0.05 -0.503
C 0.25 1.07 0.17 -0.218
O -1.56 0.50 -1.21 0.089
H 0.09 0.45 1.07 0.136
H -0.26 2.04 0.17 0.116
Cl 1.00 -2.94 -0.41 0.452
C -1.41 -2.38 1.07 -0.258
C 1.77 1.25 0.03 -0.061
H -0.30 -1.01 -0.45 -0.020
H -2.09 1.34 -0.97 0.184
```

No. 2
2 unconnected molecules or ions with the total composition C18H22N5O3 at a distorted geometry, computed with the ωB97M-V functional and the def2-TZVPD basis.

As for the gap between HOMO and LUMO: 0.2842 Eh. The value obtained for the largest force on an atom is 0.049 hartree/bohr. The HOMO energy comes out at -10.383 eV. The total charge is +1. Its LUMO energy is -2.650 eV. Its spin multiplicity is 1.

The geometry in XYZ format:
```
48
Properties=species:S:1:pos:R:3:lowdin_charge:R:1
C -2.63 2.67 -3.00 -0.011
H 1.55 4.52 -6.40 0.110
C 0.98 -2.90 1.54 -0.038
C 0.22 -1.04 -0.08 0.015
H -0.93 -4.25 5.14 0.083
C -0.86 -3.25 5.57 0.019
H 0.22 0.85 -1.11 0.147
H 0.60 -3.96 3.35 0.128
H -4.22 4.68 -5.24 0.116
O 2.32 -1.23 3.80 0.033
H 3.53 -5.15 5.14 0.098
H -4.69 3.26 -3.27 0.109
C -0.46 5.16 -6.75 -0.043
H 0.16 -3.45 1.08 0.135
C -3.40 4.16 -4.75 -0.028
N -0.42 -2.14 3.41 0.116
C -1.04 3.60 -4.59 -0.182
H -0.69 -1.40 2.78 0.144
C 0.52 4.45 -6.07 -0.102
C 2.70 -4.74 4.55 -0.048
O -2.11 -1.45 4.65 0.064
C -2.09 4.29 -5.23 -0.174
C 1.72 0.52 0.36 -0.010
H -2.57 5.63 -6.86 0.125
H 2.24 1.47 0.38 0.166
H 1.90 -3.44 1.30 0.135
C -3.67 3.35 -3.64 -0.062
N 0.65 0.23 -0.41 0.135
H 3.61 -2.86 4.94 0.155
H -0.19 5.77 -7.61 0.107
H -0.62 -1.57 -0.53 0.148
H 0.13 -3.08 5.99 0.081
H 2.73 -5.19 3.55 0.089
C 0.78 -2.92 3.07 -0.206
C 1.05 -1.53 0.89 -0.199
C -1.32 2.79 -3.47 -0.243
N 2.83 -3.28 4.46 0.050
H 0.50 2.39 -3.45 0.097
C -1.17 -2.22 4.51 -0.539
H -1.60 -3.17 6.36 0.095
N 0.25 3.68 -5.00 0.103
C 2.02 -2.42 3.84 -0.448
O -0.26 2.13 -2.88 0.007
H 2.61 -0.55 1.96 0.154
C -1.79 5.08 -6.34 0.008
N 1.98 -0.54 1.16 0.169
H -2.84 2.04 -2.14 0.110
H 1.76 -5.01 5.05 0.080
```